Entry w
Here is 2 unconnected molecules or ions with the total composition C5H13N2 from OMol25. Energies are from the ωB97M-V functional and the def2-TZVPD basis.

CARTESIAN COORDINATES (ANGSTROEM)
N (0.13, 0.28, 1.31)
N (-1.01, 1.80, -0.47)
C (-0.60, 0.59, -0.08)
C (-2.40, -0.70, -0.19)
C (0.73, -1.55, -0.27)
C (0.71, -0.04, -0.01)
C (2.09, 0.56, -0.29)
H (2.36, 0.69, -1.32)
H (1.39, -1.91, 0.60)
H (1.28, -1.63, -1.21)
H (-0.26, 2.48, -0.41)
H (1.95, 1.60, 0.15)
H (-1.95, -1.59, -0.65)
H (-1.90, 1.88, -0.89)
H (0.47, 1.02, 1.87)
H (-0.22, -2.12, -0.22)
H (2.81, -0.17, 0.16)
H (-2.54, -0.70, 0.89)
H (-2.94, -0.02, -0.97)
H (-0.08, -0.46, 1.99)

Total charge   +1
Gap between HOMO and LUMO (spin up / spin down)   7.743 / 8.027 eV
E_LUMO (spin up / spin down)   -0.110 / -0.240 Eh
Multiplicity   3
HOMO energy (spin up / spin down)   -0.394 / -0.535 Ha

Now the natural (NBO) charges, all in e: -0.655, -0.877, 0.596, -0.543, -0.611, 0.004, -0.614, 0.257, 0.223, 0.250, 0.421, 0.208, 0.176, 0.436, 0.420, 0.241, 0.255, 0.191, 0.195, 0.427

Entry x
Here is 2 unconnected molecules or ions with the total composition C5H13N2 from OMol25. Energies are from the ωB97M-V functional and the def2-TZVPD basis.

CARTESIAN COORDINATES (ANGSTROEM)
N (1.34, -0.37, -1.89)
N (-1.26, -0.40, 1.13)
C (-0.76, -0.72, 0.02)
C (1.81, 0.38, 0.51)
C (0.91, 0.35, -0.82)
C (0.09, 1.54, -1.13)
C (-2.15, -1.26, 1.78)
H (-2.48, -2.03, 1.11)
H (1.22, 0.81, 1.38)
H (0.84, 2.30, -1.52)
H (-3.10, -0.76, 2.26)
H (1.67, -1.34, -1.87)
H (1.29, -0.01, -2.83)
H (-1.51, -1.69, 2.61)
H (-1.25, -1.42, -0.65)
H (-0.80, 0.44, 1.60)
H (2.22, -0.62, 0.80)
H (-0.78, 1.66, -1.78)
H (-0.30, 1.75, -0.19)
H (2.78, 0.86, 0.26)

Total charge   +1
Gap between HOMO and LUMO (spin up / spin down)   6.770 / 8.102 eV
E_LUMO (spin up / spin down)   -0.119 / -0.240 Eh
Multiplicity   3
HOMO energy (spin up / spin down)   -0.368 / -0.538 Ha

Now the natural (NBO) charges, all in e: -0.681, -0.652, 0.038, -0.659, 0.388, -0.706, -0.408, 0.225, 0.232, 0.265, 0.236, 0.430, 0.421, 0.212, 0.204, 0.409, 0.263, 0.281, 0.230, 0.272

Which one sits at the bottom of the stability order? entry w does.

Entry w
Here is 2 unconnected molecules or ions with the total composition C3H4N5 from OMol25. Energies are from the ωB97M-V functional and the def2-TZVPD basis.

CARTESIAN COORDINATES (ANGSTROEM)
N (0.76, -2.55, 0.82)
N (3.11, 0.50, -0.07)
N (-1.40, -1.08, -1.47)
N (2.22, 1.21, 0.05)
N (1.44, 2.07, 0.15)
C (-0.90, 0.45, 0.38)
C (-0.67, -0.78, -0.42)
C (0.17, -1.79, 0.18)
H (-1.94, -0.24, -1.74)
H (-0.60, 0.16, 1.49)
H (-2.00, 0.67, 0.28)
H (-0.18, 1.39, 0.34)

Total charge   -1
Gap between HOMO and LUMO   6.616 eV
E_LUMO   0.127 Eh
Multiplicity   1
HOMO energy   -0.117 Ha

Now the natural (NBO) charges, all in e: -0.303, -0.474, -0.598, 0.176, -0.600, -0.748, 0.195, 0.253, 0.327, 0.226, 0.203, 0.341

Entry x
Here is 2 unconnected molecules or ions with the total composition C3H4N5 from OMol25. Energies are from the ωB97M-V functional and the def2-TZVPD basis.

CARTESIAN COORDINATES (ANGSTROEM)
N (1.16, 1.14, 0.42)
N (-1.91, -0.71, -1.08)
N (1.17, -0.23, 0.03)
N (1.22, 1.93, -0.57)
N (1.36, 1.18, -1.65)
C (-1.52, -0.63, -0.02)
C (1.31, -0.09, -1.26)
C (-1.17, -0.51, 1.38)
H (-0.13, -0.82, 1.29)
H (1.39, -0.90, -1.93)
H (-1.89, -0.97, 2.06)
H (-0.99, 0.61, 1.33)

Total charge   -1
Gap between HOMO and LUMO   8.923 eV
E_LUMO   0.147 Eh
Multiplicity   1
HOMO energy   -0.181 Ha

Now the natural (NBO) charges, all in e: -0.214, -0.415, -0.455, -0.126, -0.420, 0.331, 0.093, -0.806, 0.324, 0.169, 0.228, 0.291

Which one sits at the bottom of the stability order? entry w does.

Entry w
Here is a gas-phase ion, C6H13BrN3 (charge +1) from OMol25. Energies are from the ωB97M-V functional and the def2-TZVPD basis.

CARTESIAN COORDINATES (ANGSTROEM)
Br (3.93, -0.39, -0.26)
N (0.18, 1.28, 0.08)
N (2.43, 0.61, 0.42)
N (0.92, 2.19, 0.99)
C (-0.72, 1.90, -0.89)
C (2.17, 1.76, 1.06)
C (0.47, -1.16, 0.00)
C (-0.50, -1.61, -1.01)
C (-0.08, -1.16, 1.40)
C (1.01, 0.27, -0.45)
H (1.24, 0.34, -1.47)
H (1.42, -1.71, -0.05)
H (-0.41, 0.82, 0.91)
H (0.48, -0.50, 2.08)
H (-1.06, -0.87, 1.43)
H (-0.23, 1.59, -1.79)
H (-1.47, -1.03, -0.76)
H (-1.70, 1.49, -1.01)
H (-0.85, 2.90, -0.73)
H (2.88, 2.31, 1.60)
H (-0.33, -1.35, -2.07)
H (-0.16, -2.11, 1.67)
H (-0.86, -2.64, -0.82)

Total charge   +1
SMILES   CC(C)[C@@H]1N(Br)C=N[N@H+]1C
Gap between HOMO and LUMO   9.016 eV
E_LUMO   -0.162 Eh
Multiplicity   1
HOMO energy   -0.493 Ha

Now the natural (NBO) charges, all in e: 0.335, -0.322, -0.500, -0.331, -0.406, 0.258, -0.236, -0.627, -0.638, 0.167, 0.228, 0.236, 0.489, 0.226, 0.210, 0.214, 0.192, 0.245, 0.258, 0.256, 0.236, 0.257, 0.256

Entry x
Here is 2 unconnected molecules or ions with the total composition C6H13BrN3 from OMol25. Energies are from the ωB97M-V functional and the def2-TZVPD basis.

CARTESIAN COORDINATES (ANGSTROEM)
Br (-2.37, -1.86, -0.45)
N (-0.25, 0.31, -0.43)
N (0.00, -0.62, 0.55)
N (1.52, -1.93, -0.65)
C (-2.61, 0.55, -2.26)
C (1.07, 2.20, 0.65)
C (1.36, -2.20, 1.71)
C (-2.28, -0.26, -1.33)
C (-0.34, 1.71, 0.01)
C (0.94, -1.61, 0.39)
H (0.40, -2.54, 2.25)
H (1.97, -3.18, 1.59)
H (2.21, -1.63, 2.23)
H (-2.28, 1.56, -2.11)
H (-0.55, 2.33, -0.75)
H (0.33, 0.22, -1.27)
H (1.14, 1.88, 1.71)
H (1.23, -1.59, -1.49)
H (1.86, 1.60, 0.10)
H (-1.16, 1.76, 0.82)
H (1.36, 3.30, 0.30)
H (-0.25, -0.29, 1.43)
H (-3.31, 0.29, -3.00)

Total charge   +1
Gap between HOMO and LUMO (spin up / spin down)   8.048 / 8.050 eV
E_LUMO (spin up / spin down)   -0.189 / -0.189 Eh
Multiplicity   1
HOMO energy (spin up / spin down)   -0.485 / -0.485 Ha

Now the natural (NBO) charges, all in e: 0.350, -0.304, -0.443, -0.639, -0.489, -0.645, -0.720, 0.079, -0.231, 0.423, 0.235, 0.277, 0.269, 0.264, 0.215, 0.414, 0.233, 0.329, 0.215, 0.213, 0.263, 0.409, 0.281

Which one sits at the bottom of the stability order? entry x does.

Entry w
Here is C6H9FN2 in the gas phase from OMol25. Energies are from the ωB97M-V functional and the def2-TZVPD basis.

CARTESIAN COORDINATES (ANGSTROEM)
F (0.78, -0.86, 2.23)
N (0.21, -2.11, -0.45)
N (-1.15, -1.48, -0.46)
C (0.14, -0.04, 1.34)
C (-2.34, 0.70, 2.09)
C (-0.05, -0.70, -0.12)
C (-1.22, 0.37, 1.74)
C (0.22, 0.48, -1.06)
C (1.67, 0.90, -1.11)
H (2.35, 0.16, -0.99)
H (-0.55, 1.22, -0.73)
H (1.84, 1.87, -0.49)
H (0.00, 0.32, -2.11)
H (-1.69, -1.73, 0.41)
H (0.77, 0.78, 1.06)
H (1.82, 1.22, -2.11)
H (-3.26, 1.23, 2.19)
H (0.46, -2.30, -1.41)

SMILES   C#C[C@@H](F)C1(CC)NN1
Gap between HOMO and LUMO   10.674 eV
E_LUMO   0.033 Eh
Multiplicity   1
HOMO energy   -0.359 Ha

Now the natural (NBO) charges, all in e: -0.324, -0.458, -0.461, 0.108, -0.242, 0.202, 0.009, -0.443, -0.624, 0.217, 0.224, 0.204, 0.223, 0.351, 0.201, 0.217, 0.244, 0.352

Entry x
Here is C6H9FN2 in the gas phase from OMol25. Energies are from the ωB97M-V functional and the def2-TZVPD basis.

CARTESIAN COORDINATES (ANGSTROEM)
F (2.16, 1.11, 1.43)
N (0.78, 2.79, 0.55)
N (-0.08, -0.70, 0.22)
C (1.12, 1.44, 0.62)
C (-0.90, 1.65, -0.34)
C (-0.36, 2.92, -0.03)
C (-0.80, -1.34, -0.81)
C (0.88, -1.50, 0.91)
C (0.06, 0.69, 0.09)
H (0.48, -2.59, 1.05)
H (1.11, -1.19, 1.89)
H (-0.54, -1.19, -1.89)
H (1.41, 3.49, 0.85)
H (-0.71, -2.42, -0.65)
H (-1.99, -1.38, -0.74)
H (-1.89, 1.57, -0.64)
H (1.82, -1.56, 0.36)
H (-0.62, 3.92, -0.27)

SMILES   CN(C)c1cc[nH]c1F
Gap between HOMO and LUMO   8.378 eV
E_LUMO   0.037 Eh
Multiplicity   1
HOMO energy   -0.271 Ha

Now the natural (NBO) charges, all in e: -0.324, -0.516, -0.446, 0.405, -0.351, -0.032, -0.411, -0.388, 0.054, 0.198, 0.209, 0.191, 0.414, 0.205, 0.184, 0.227, 0.177, 0.205

Which one sits at the bottom of the stability order? entry w does.

Entry w
Here is 2 unconnected molecules or ions with the total composition C4H7F2O2S from OMol25. Energies are from the ωB97M-V functional and the def2-TZVPD basis.

CARTESIAN COORDINATES (ANGSTROEM)
S (-4.79, -0.40, -0.13)
F (-0.56, 2.15, 1.94)
F (-0.59, 3.08, 0.02)
O (-5.90, -0.12, -1.09)
O (-4.46, -1.83, 0.01)
C (-0.96, 0.72, -1.43)
C (-1.04, 0.78, 0.08)
C (-0.17, 1.94, 0.57)
C (-0.73, -0.66, 0.64)
H (0.25, -0.97, 0.39)
H (-1.33, -1.34, -0.02)
H (-2.17, 0.90, 0.23)
H (-1.95, 0.33, -1.88)
H (-1.10, -0.82, 1.64)
H (-0.17, -0.01, -1.77)
H (-0.69, 1.65, -2.03)

Total charge   -1
Gap between HOMO and LUMO (spin up / spin down)   5.046 / 2.346 eV
E_LUMO (spin up / spin down)   0.079 / 0.036 Eh
Multiplicity   1
HOMO energy (spin up / spin down)   -0.106 / -0.050 Ha

Now the natural (NBO) charges, all in e: 1.498, -0.456, -0.399, -0.869, -0.858, -0.602, -0.347, 0.296, -0.597, 0.199, 0.189, 0.150, 0.181, 0.209, 0.186, 0.220

Entry x
Here is 2 unconnected molecules or ions with the total composition C4H7F2O2S from OMol25. Energies are from the ωB97M-V functional and the def2-TZVPD basis.

CARTESIAN COORDINATES (ANGSTROEM)
S (3.10, -0.66, -0.07)
F (1.98, 1.53, 0.96)
F (1.41, 1.12, -1.10)
O (3.08, -0.86, 1.62)
O (2.53, -1.86, -0.73)
C (-1.42, 0.15, 0.81)
C (-2.03, 0.43, -0.54)
C (-2.08, -0.35, -1.67)
C (1.63, 0.42, 0.10)
H (2.34, -0.44, 2.00)
H (-1.74, -1.33, -1.75)
H (-1.18, -0.95, 1.01)
H (-2.50, 0.03, -2.60)
H (-2.14, 0.59, 1.58)
H (-2.41, 1.42, -0.45)
H (-0.57, 0.75, 0.83)

Total charge   -1
Gap between HOMO and LUMO   6.923 eV
E_LUMO   0.143 Eh
Multiplicity   1
HOMO energy   -0.112 Ha

Now the natural (NBO) charges, all in e: 1.291, -0.456, -0.418, -0.921, -0.969, -0.642, -0.134, -0.434, 0.019, 0.477, 0.192, 0.216, 0.177, 0.176, 0.173, 0.253

Which one sits at the bottom of the stability order? entry x does.

Entry w
Here is a molecular structure, C7H7NO2S from OMol25. Energies are from the ωB97M-V functional and the def2-TZVPD basis.

CARTESIAN COORDINATES (ANGSTROEM)
S (-1.76, -0.72, -0.92)
O (-0.38, 1.44, 2.93)
O (-0.65, 2.54, 1.08)
N (-0.27, 1.67, 1.78)
C (-1.51, -0.36, -2.60)
C (1.52, -0.73, 1.39)
C (-0.30, 0.27, -2.81)
C (-0.23, -0.02, -0.50)
C (0.09, -1.05, 1.75)
C (0.27, 0.02, 0.85)
C (0.49, 0.41, -1.57)
H (-0.14, -0.93, 2.78)
H (1.56, 0.80, -1.57)
H (0.09, 0.68, -3.74)
H (-0.50, -1.93, 1.51)
H (1.99, -1.36, 0.63)
H (2.05, -0.18, 2.22)
H (-2.31, -0.55, -3.22)

Gap between HOMO and LUMO (spin up / spin down)   8.790 / 8.791 eV
E_LUMO (spin up / spin down)   0.000 / 0.000 Eh
Multiplicity   1
HOMO energy (spin up / spin down)   -0.323 / -0.323 Ha

Now the natural (NBO) charges, all in e: 0.439, -0.361, -0.345, 0.571, -0.378, -0.417, -0.248, -0.292, -0.475, 0.040, -0.192, 0.253, 0.239, 0.228, 0.230, 0.233, 0.246, 0.229

Entry x
Here is a molecular structure, C7H7NO2S from OMol25. Energies are from the ωB97M-V functional and the def2-TZVPD basis.

CARTESIAN COORDINATES (ANGSTROEM)
S (-0.19, -1.87, 1.88)
O (-1.56, -0.66, 1.45)
O (-0.69, -2.62, 2.99)
N (0.57, -2.66, 0.77)
C (0.32, -1.02, -1.51)
C (-1.31, -0.22, 0.19)
C (-1.77, 0.74, -0.64)
C (0.87, -0.53, 2.55)
C (-0.20, -1.15, -0.27)
C (-0.19, 0.00, -2.33)
C (-1.19, 0.84, -1.91)
H (0.22, 0.11, -3.32)
H (0.73, 0.37, 1.96)
H (-1.55, 1.61, -2.58)
H (1.90, -0.87, 2.49)
H (1.11, -1.67, -1.86)
H (-2.56, 1.41, -0.32)
H (0.56, -0.38, 3.57)

Gap between HOMO and LUMO   9.100 eV
E_LUMO   0.006 Eh
Multiplicity   1
HOMO energy   -0.329 Ha

Now the natural (NBO) charges, all in e: 2.038, -0.648, -0.877, -0.713, -0.236, 0.282, -0.310, -0.832, 0.038, -0.239, -0.170, 0.221, 0.248, 0.221, 0.246, 0.239, 0.239, 0.252

Which one sits at the bottom of the stability order? entry w does.